Entry 1:
C39H52FHfN7O8P2 | wB97M-V/def2-TZVPD

Computed properties:
Highest occupied orbital energy ... -12.89 eV
Charge ... +2
Frontier orbital gap ... 8.05 eV
E_tot ... -90701.2227 eV

Last column: Mulliken charge in e.
Geometry (Å):
Hf 0.053 -0.008 -0.159  1.258
P -1.445 -2.205 -2.284  -0.967
P 1.462 -2.325 -2.275  -0.905
F -0.669 6.548 2.000  -0.332
O 1.363 -0.927 1.406  -0.596
O -0.951 1.803 0.362  -1.078
O -3.384 -1.056 0.311  -0.598
O -0.002 -2.498 -2.969  -0.076
O -1.301 -0.878 -1.554  0.662
O -1.259 -0.857 1.185  -0.558
O 1.472 -1.213 -1.266  0.628
O 1.750 1.157 0.639  -0.576
N 0.455 1.286 -1.957  0.737
N -1.855 -3.444 -1.282  1.052
N -3.640 2.092 3.496  0.121
N -2.471 -2.074 -3.554  0.160
N 2.446 -1.968 -3.525  0.455
N 1.775 -3.730 -1.501  0.771
N 1.525 2.525 -3.447  -0.019
C 3.653 -0.742 2.983  0.892
C -0.530 1.913 -2.740  0.483
C -1.305 -3.640 0.082  -0.834
C -2.618 2.607 -3.684  -0.818
C -1.950 1.856 -2.713  -0.295
C -3.846 4.507 5.119  -0.973
C -0.557 3.497 -4.641  -0.914
C 5.986 0.043 3.085  0.249
C -3.882 -1.808 -3.269  -1.005
C 7.364 -0.020 3.721  -1.458
C 3.437 0.127 1.888  0.958
C 5.727 0.869 1.982  -0.898
C 2.638 -1.659 3.627  -1.055
C -1.226 4.276 1.636  -1.163
C -1.987 -1.582 -4.842  -0.590
C -1.832 1.874 1.299  1.192
C 1.626 1.682 -2.412  -1.021
C 0.153 2.720 -3.708  0.337
C -4.935 3.448 5.072  -0.946
C -1.939 3.403 -4.639  -0.686
C -4.331 2.076 4.820  0.520
C 2.122 0.099 1.259  0.996
C 1.880 -4.966 -2.293  -1.010
C 2.413 -3.785 -0.171  -0.672
C 4.394 1.894 0.164  -1.325
C -2.755 0.837 1.661  -0.093
C -3.590 0.963 2.764  0.117
C -2.208 5.560 3.482  -0.845
C -2.864 3.223 3.144  -0.904
C -1.369 5.452 2.359  0.064
C -5.396 0.987 4.919  -1.774
C -2.621 -4.580 -1.791  -1.154
C -2.938 4.438 3.900  1.216
C -1.995 3.147 2.012  0.587
C 2.261 -2.534 -4.850  -0.827
C -2.513 -0.489 0.975  0.094
C 4.924 -0.735 3.556  -0.942
C 4.482 0.945 1.359  0.315
C 3.836 -1.647 -3.189  -0.876
H 8.080 0.626 3.197  0.361
H -0.770 -4.616 0.108  0.285
H -2.167 -3.681 0.774  0.359
H -2.295 6.513 4.001  0.529
H -4.504 -2.456 -3.926  0.340
H -3.714 2.604 -3.711  0.432
H 2.511 -1.768 -5.606  0.309
H -4.136 -0.768 -3.484  0.300
H 2.459 -2.571 3.031  0.109
H 3.031 -1.961 4.599  0.506
H -3.515 -4.748 -1.159  0.337
H -3.535 1.883 5.561  0.186
H -4.262 0.132 3.025  0.581
H -0.912 -1.765 -4.946  -0.048
H 1.490 -5.795 -1.691  0.379
H -2.495 1.273 -1.967  0.316
H -4.297 5.514 5.199  0.443
H -5.499 3.432 6.016  0.352
H -0.556 4.209 0.769  0.614
H -6.146 1.087 4.104  0.356
H 2.569 1.320 -2.013  0.589
H -0.041 4.152 -5.373  0.409
H 7.349 0.320 4.771  0.339
H 2.939 -5.194 -2.561  0.262
H 2.298 2.976 -3.951  0.316
H 1.655 -1.162 3.778  0.180
H -4.117 -2.026 -2.217  0.328
H 4.483 -2.537 -3.227  0.299
H 4.610 1.370 -0.778  0.181
H 7.764 -1.049 3.689  0.335
H -2.527 -2.120 -5.642  0.356
H 1.947 -4.617 0.399  0.331
H -5.657 3.679 4.265  0.328
H -0.662 -2.821 0.387  0.141
H -5.923 1.069 5.876  0.423
H 3.881 -1.205 -2.188  0.120
H -4.975 -0.026 4.873  0.508
H 1.200 -2.780 -5.006  0.162
H 4.190 -0.923 -3.939  0.390
H 2.240 -2.850 0.358  -0.106
H -2.536 3.976 -5.363  0.425
H 3.492 -3.991 -0.252  0.342
H 5.110 -1.385 4.427  0.372
H 6.537 1.482 1.561  0.340
H -2.954 -4.366 -2.816  0.364
H 1.288 -4.877 -3.215  0.323
H -2.007 -5.509 -1.788  0.293
H -3.257 4.353 6.038  0.353
H 2.864 -3.435 -5.039  0.271
H -2.165 -0.500 -4.940  0.228
H 5.181 2.636 0.317  0.535
H 3.420 2.410 0.119  0.134

Entry 2:
C39H52N12O2P2Ti | wB97M-V/def2-TZVPD

Computed properties:
Multiplicity ... 2
Energy above the lowest of the compared OMol25 structures with the same formula, charge and spin ... 0.00 kJ/mol
Highest occupied orbital energy (alpha / beta) ... -15.07 / -15.08 eV
Charge ... +3
⟨S²⟩ ... 0.755
Frontier orbital gap (alpha / beta) ... 7.21 / 7.15 eV
E_tot ... -104938.1885 eV

Last column: Mulliken charge in e.
Geometry (Å):
Ti 0.724 -0.927 0.295  -1.322
P -1.095 4.119 -1.442  0.888
P 0.196 -3.663 0.321  2.091
O -6.215 1.213 0.487  -0.548
O -4.097 2.169 0.698  -0.427
N 6.766 0.149 -0.098  -0.286
N 0.283 -1.103 2.406  0.967
N 2.874 -0.785 0.001  0.506
N 5.089 -1.263 -0.736  -0.865
N -2.578 6.189 -0.307  0.240
N 3.365 -2.622 -1.320  0.092
N 4.642 0.700 0.559  -0.694
N 0.328 -0.435 -1.795  1.331
N -1.202 -0.616 0.304  1.785
N -2.004 6.497 -2.649  0.045
N 1.123 1.135 0.856  1.087
N -0.305 6.749 -0.924  0.160
C 1.147 -1.303 3.412  -0.360
C -1.556 -3.872 0.895  1.295
C 2.861 2.304 2.025  -0.726
C -1.843 -0.167 -0.838  -0.607
C -3.080 0.360 -0.814  -0.435
C 5.485 -0.163 -0.097  0.096
C 0.595 3.018 2.226  -1.276
C -1.870 -5.255 1.478  -1.653
C -2.407 4.733 -0.275  -1.088
C -0.542 0.035 -4.383  -1.026
C -1.023 -0.922 2.688  0.287
C 0.745 -1.385 4.729  -1.160
C -1.866 -0.526 1.520  -0.078
C -0.732 7.233 -2.187  -0.759
C -0.607 -1.259 5.016  -1.056
C -0.117 -3.837 -2.447  -1.769
C -0.977 -0.224 -2.050  0.621
C -3.107 -0.017 1.628  -0.838
C -1.721 5.045 -2.929  -1.039
C 3.396 0.347 0.551  -0.133
C -5.036 1.240 0.538  -0.122
C -2.588 -3.546 -0.188  -1.578
C 0.200 5.373 -0.980  -0.972
C 0.811 -0.118 -4.113  -1.137
C 1.188 -4.480 1.664  0.347
C 1.926 3.168 2.576  -0.797
C 3.801 -1.547 -0.668  0.462
C -1.499 -1.013 3.986  -0.835
C 1.169 -6.018 1.721  -1.424
C -3.073 6.657 -1.548  -0.812
C -3.750 0.564 0.460  -0.097
C -1.445 -0.001 -3.335  -0.942
C 1.199 -0.352 -2.810  -0.314
C 2.639 -3.988 1.732  -1.022
C 2.419 1.298 1.187  0.801
C -1.366 6.908 0.069  -0.954
C 1.600 -5.413 -1.501  -1.865
C 0.263 -4.687 -1.227  0.496
C 0.235 2.008 1.349  -0.297
H 2.243 -0.497 -2.566  0.404
H 1.990 -5.122 -2.478  0.462
H 2.235 3.936 3.273  0.537
H 0.684 -4.098 2.561  0.513
H 2.375 -5.220 -0.760  0.402
H 2.190 -1.415 3.139  0.451
H -3.948 6.097 -1.877  0.385
H -2.553 -0.894 4.190  0.585
H -3.566 0.703 -1.716  0.590
H 1.025 5.322 -1.694  0.465
H -1.003 8.288 -2.134  0.385
H 3.045 -4.197 2.723  0.543
H -2.953 -5.362 1.559  0.535
H -0.962 -1.342 6.035  0.520
H 2.415 -2.941 -1.233  -0.599
H 0.289 -6.410 2.222  0.383
H -0.888 0.183 -5.398  0.570
H -1.517 -6.070 0.845  0.274
H -2.400 -2.615 -0.717  0.055
H -0.986 5.005 -3.735  0.476
H 1.555 -0.078 -4.895  0.576
H 7.087 0.973 0.383  0.258
H -3.613 0.048 2.580  0.639
H -3.356 4.246 -0.497  0.586
H -3.301 7.722 -1.510  0.362
H 0.609 5.115 -0.002  0.376
H 7.429 -0.453 -0.561  0.276
H -2.646 4.595 -3.291  0.464
H 0.692 -3.149 -2.710  0.411
H 1.224 -6.480 0.739  0.176
H -0.801 1.864 1.068  0.613
H -1.014 6.535 1.030  0.363
H -1.023 -3.250 -2.302  0.152
H -0.281 -4.487 -3.307  0.569
H -1.456 -5.390 2.476  0.381
H -2.504 0.120 -3.512  0.596
H 0.019 7.078 -2.961  0.381
H 1.466 -6.493 -1.530  0.386
H -2.152 4.434 0.743  0.490
H 2.037 -6.363 2.284  0.448
H -1.658 -3.143 1.703  -0.296
H 4.043 -3.221 -1.765  0.307
H 3.277 -4.507 1.017  0.436
H -3.573 -3.470 0.275  0.576
H 3.916 2.387 2.239  0.585
H -2.648 -4.349 -0.924  0.410
H -1.597 7.969 0.173  0.308
H -0.173 3.659 2.640  0.640
H 2.746 -2.916 1.551  -0.449
H -0.522 -5.436 -1.091  0.849
H -2.346 6.942 -3.502  0.334
H 1.477 -1.555 5.506  0.576